This record from the Open Molecules 2025 dataset describes the molecule C23H17ClN2O2S in a non-equilibrium geometry. The level of theory is the ωB97M-V functional and the def2-TZVPD basis.

Output
- HOMO-LUMO gap: 0.27164 hartree
- Total charge: 0
- SMILES: CCc1cc2c(s1)N1Cc3ccccc3C(C(=O)c3ccccc3Cl)=C1NC2=O
- E_tot: -54557.778 eV
- Molecular weight: 420.921 g/mol
- Energy above the lowest of the compared OMol25 structures with the same formula, charge and spin: 230.89 kJ/mol

The geometry in XYZ format:
```
46
Properties=species:S:1:pos:R:3:forces:R:3:nbo_charge:R:1
C -4.8105 -0.2429 1.2936 1.1 0.5 0.2 -0.193
H 5.8481 0.2860 -3.7841 -0.1 -0.1 0.1 0.217
C 1.0130 0.5596 3.2210 2.5 0.4 2.1 -0.151
H -5.9707 2.5451 2.8601 -0.5 0.5 0.3 0.224
C 2.6074 -0.7611 -3.5846 0.4 2.4 1.1 -0.217
H 1.0489 2.0032 0.7715 -0.2 0.7 -0.6 0.208
H 2.3872 0.9167 0.9455 -0.7 -0.2 -0.1 0.215
H 2.4617 -1.0186 -4.6486 0.0 0.0 0.9 0.249
H -3.8794 3.5479 1.8913 -0.3 -1.1 -0.2 0.225
H 4.7856 -0.6209 -4.8876 0.5 -0.2 -0.1 0.219
H -2.2635 -1.4445 2.6803 0.8 0.6 0.1 0.213
C 0.1199 -0.2602 -2.9744 -0.2 -3.3 -2.3 0.637
C 3.8405 -0.3977 -3.0533 0.0 -0.9 -1.0 -0.164
H 6.6686 -2.0708 -4.2116 0.3 -0.6 -0.4 0.207
N 0.9617 0.2338 -0.4439 0.6 0.1 0.5 -0.421
H 6.5663 -1.7797 -2.5181 -1.2 -0.3 -0.7 0.207
C -0.6203 -0.3404 1.7496 -0.2 0.4 1.2 -0.010
C -4.1297 2.4622 1.7559 0.9 2.0 0.0 -0.222
C -1.1885 -0.4988 0.4229 2.0 0.7 -0.2 -0.298
C 1.5232 -0.3369 -2.6853 2.6 0.3 2.0 -0.238
C -5.3210 1.9615 2.2583 0.8 -2.7 -0.7 -0.195
H -1.6233 -0.8086 5.0503 1.0 0.1 -0.8 0.225
H 0.6474 0.1773 5.3848 0.4 0.2 -1.1 0.218
C -3.2131 1.6839 1.0585 -3.0 -3.3 0.0 -0.043
C 0.5777 0.4073 1.9657 -2.5 -2.1 -1.1 -0.069
H 5.2899 -2.7477 -3.3951 -1.6 -1.9 0.3 0.211
O -3.0210 -1.6174 -0.3851 -2.4 -4.5 -3.3 -0.509
C 1.2810 0.9508 0.8063 1.2 0.0 -0.8 -0.211
Cl -2.0198 2.3663 0.0503 0.5 0.6 0.2 0.039
C -0.9456 -0.5602 4.1983 1.3 0.0 -1.7 -0.200
C 5.1827 -0.5738 -3.8725 -1.4 -1.5 2.1 -0.412
O -0.2219 -0.4722 -4.1367 -0.7 1.2 0.4 -0.590
H -5.0818 -1.2724 1.1481 0.2 -0.2 -0.2 0.238
H -1.7522 -0.3038 -2.1884 0.5 -0.6 0.3 0.436
N -0.7694 -0.4658 -1.9334 0.1 1.8 -0.6 -0.591
S 3.7599 0.1436 -1.3464 -1.6 -0.4 -0.9 0.373
H -6.4579 0.1468 2.3264 -2.8 -0.7 1.3 0.204
H 2.0067 1.0515 3.3634 -0.9 -0.3 0.1 0.202
C 0.3548 0.0447 4.3205 -2.8 -0.3 2.1 -0.239
C -0.3668 -0.2434 -0.6407 0.3 -0.5 1.2 0.469
C -1.3331 -0.8540 2.8611 -0.4 0.4 0.7 -0.211
C -2.6297 -0.7406 0.2510 1.4 4.6 2.6 0.574
C 5.9292 -1.9503 -3.4374 2.0 4.6 -0.2 -0.593
C 1.9737 0.0405 -1.4030 -1.4 -0.5 -2.1 0.083
C -5.6095 0.5903 1.9970 0.5 2.9 0.3 -0.186
C -3.6065 0.2640 0.8984 3.1 1.3 -1.0 -0.130
```
Positions in Å, forces in eV/Å.

***

This record from the Open Molecules 2025 dataset describes the molecule C6H9NO in a non-equilibrium geometry. The level of theory is the ωB97M-V functional and the def2-TZVPD basis.

Output
- HOMO-LUMO gap: 0.39304 hartree
- Total charge: 0
- SMILES: C#CC[C@H](C)C(N)=O
- E_tot: -9904.427 eV
- Molecular weight: 111.144 g/mol
- Energy above the lowest of the compared OMol25 structures with the same formula, charge and spin: 113.58 kJ/mol

The geometry in XYZ format:
```
17
Properties=species:S:1:pos:R:3:forces:R:3:nbo_charge:R:1
C -0.3513 -0.4881 0.3278 -0.1 -0.5 0.3 -0.302
C -0.3591 -1.6303 1.3458 0.0 -0.3 0.1 -0.603
C 0.5893 -0.8263 -0.8212 0.8 0.1 -0.6 0.677
H 0.6470 -2.0101 1.5534 -0.1 0.2 -0.1 0.236
H -0.5439 0.2941 -2.1542 0.2 -0.2 0.1 0.399
H -0.9489 -2.4697 0.9602 0.1 0.1 0.1 0.217
O 1.6676 -1.3935 -0.6867 -0.9 0.2 0.3 -0.620
H 0.8424 -0.5093 -2.8075 -0.1 0.1 0.2 0.401
H -0.8059 -1.3194 2.2956 0.0 0.0 -0.2 0.206
H 1.1180 0.7480 1.3498 -0.1 -0.1 -0.1 0.249
C -0.0764 2.8830 -0.7212 0.0 -0.3 0.1 -0.268
N 0.1753 -0.4096 -2.0533 -0.1 0.0 -0.1 -0.820
H -0.1063 3.6801 -1.4272 0.0 0.0 0.1 0.240
H -0.5457 1.0282 1.8585 0.1 -0.1 -0.2 0.238
H -1.3706 -0.3769 -0.0652 0.2 0.2 0.0 0.212
C 0.0870 0.8279 0.9845 -0.1 0.5 -0.1 -0.476
C -0.0184 1.9718 0.0609 0.2 0.1 0.0 0.013
```
Positions in Å, forces in eV/Å.

***

This record from the Open Molecules 2025 dataset describes the molecule C5H11N in a non-equilibrium geometry. The level of theory is the ωB97M-V functional and the def2-TZVPD basis.

Output
- HOMO-LUMO gap: 0.35595 hartree
- Total charge: 0
- SMILES: C[C@@H]1CCCN1
- E_tot: -6852.105 eV
- Molecular weight: 85.150 g/mol
- Energy above the lowest of the compared OMol25 structures with the same formula, charge and spin: 137.39 kJ/mol

The geometry in XYZ format:
```
17
Properties=species:S:1:pos:R:3:forces:R:3:nbo_charge:R:1
H 1.8081 -0.0533 -0.8513 0.7 -0.6 0.1 0.203
C -0.0462 0.9216 -0.4718 0.2 -1.8 3.2 -0.020
H 1.1237 -1.9920 1.0254 0.4 0.0 0.8 0.225
N -1.0407 0.6079 0.6375 0.5 0.4 -0.5 -0.658
C -0.5197 0.3594 -1.7524 -0.5 0.8 -0.5 -0.626
C 1.2239 -0.0024 0.0603 -0.9 3.1 -3.9 -0.416
H -1.3716 0.8945 -2.1656 0.2 0.4 -0.3 0.214
H 0.1908 1.9939 -0.4671 0.1 -0.4 -0.3 0.193
H 0.3712 0.3938 -2.3447 0.1 -0.1 -1.3 0.202
C 0.5712 -1.1744 0.6058 -2.2 -0.1 0.1 -0.445
C -0.4744 -0.4447 1.4437 -1.1 -2.8 2.6 -0.204
H -0.1078 -1.6205 -0.0963 0.4 -0.6 -1.2 0.204
H -1.2856 1.3971 1.2206 0.1 0.1 -0.2 0.367
H 0.1090 -0.1757 2.3384 -0.6 0.7 0.2 0.164
H 1.6483 0.7330 0.6818 1.2 0.1 1.6 0.205
H -0.8963 -0.6387 -1.6663 0.2 -0.7 0.2 0.212
H -1.3040 -1.1996 1.8020 1.4 1.4 -0.6 0.181
```
Positions in Å, forces in eV/Å.

***

This record from the Open Molecules 2025 dataset describes the molecule C6H12O. The level of theory is the ωB97M-V functional and the def2-TZVPD basis.

Output
- HOMO-LUMO gap: 0.38923 hartree
- Total charge: 0
- SMILES: CC[C@H]1CCCO1
- E_tot: -8463.957 eV
- Molecular weight: 100.161 g/mol
- Energy above the lowest of the compared OMol25 structures with the same formula, charge and spin: 38.30 kJ/mol

The geometry in XYZ format:
```
19
Properties=species:S:1:pos:R:3:forces:R:3:nbo_charge:R:1
C -1.4422 -0.6423 0.3441 0.0 0.0 0.0 -0.405
O 0.7143 0.3575 0.8257 0.0 0.0 0.1 -0.543
H 1.7443 1.5649 -2.0609 0.0 -0.1 0.1 0.216
H 2.4859 1.3726 0.5835 -0.1 0.0 0.0 0.183
C 1.5811 0.7697 -1.3280 0.1 0.0 0.0 -0.429
H -2.6614 -1.0524 2.1023 0.1 0.0 -0.1 0.206
H -1.1572 -0.1657 2.4281 -0.1 -0.1 -0.1 0.221
C -1.6059 -0.9608 1.8265 0.0 0.0 0.1 -0.607
H -1.9662 0.2941 0.1082 0.1 -0.1 0.0 0.195
C 1.5036 1.2926 0.1047 0.2 0.2 -0.1 -0.062
H 2.3971 0.0442 -1.4209 -0.1 0.1 0.0 0.203
H 0.4929 -1.5064 -0.0060 0.0 0.1 0.0 0.161
H -0.5574 0.8104 -1.6847 0.1 -0.1 0.1 0.200
H 0.2007 -0.6933 -2.2455 0.0 0.1 0.1 0.219
H 1.0237 2.2814 0.1447 0.1 -0.1 0.0 0.162
H -1.8976 -1.4300 -0.2741 0.1 0.2 0.1 0.201
C 0.0186 -0.5123 -0.0689 -0.2 -0.2 -0.2 0.103
C 0.2281 0.0744 -1.4669 0.0 0.0 0.0 -0.424
H -1.1026 -1.8986 2.0882 -0.1 0.1 0.0 0.201
```
Positions in Å, forces in eV/Å.

***

This record from the Open Molecules 2025 dataset describes a structure of composition C19H24BF4IrN6S3 in a non-equilibrium geometry. The level of theory is the ωB97M-V functional and the def2-TZVPD basis.

Output
- HOMO-LUMO gap (spin up / spin down): 0.30776 / 0.20450 hartree
- Total charge: +1
- E_tot: -75922.139 eV
- 2S+1: 6
- Molecular weight: 711.665 g/mol
- Energy above the lowest of the compared OMol25 structures with the same formula, charge and spin: 36.43 kJ/mol

The geometry in XYZ format:
```
58
Properties=species:S:1:pos:R:3:forces:R:3:mulliken_spin:R:1
C -1.0598 -3.2933 -3.0336 0.1 0.1 0.0 0.001
S 1.2653 1.4152 -1.6575 0.1 0.1 0.5 0.795
C 2.9149 1.4204 0.5341 0.2 -0.1 0.1 0.088
C -2.1789 -1.9331 -1.6668 0.1 -0.2 -0.1 -0.017
H 2.1817 3.2292 2.3776 0.0 0.0 0.0 0.000
H 6.2912 1.4821 0.7201 0.0 0.0 0.0 0.003
H 6.0632 1.6270 -1.7450 0.0 0.0 0.0 0.001
C 3.9302 1.5940 -1.6800 0.1 0.0 0.0 0.089
H 0.1381 1.2966 3.6228 -0.1 0.0 0.0 -0.008
F 2.2212 -2.9904 -1.1783 0.0 0.0 -0.1 -0.001
C -3.7178 0.4000 4.1927 0.0 0.0 0.0 0.107
H 0.4521 2.8836 2.2074 0.0 0.0 0.0 -0.021
H -0.2779 -4.7854 -4.2757 0.0 0.0 0.0 0.000
F 3.9147 -1.8346 -0.0961 -0.1 0.0 -0.1 -0.001
N -0.5402 -0.2058 2.3150 -0.1 0.1 -0.3 0.221
N 0.0960 -1.2795 -2.0735 0.2 0.0 -0.2 0.103
F 2.4654 -3.1606 1.1138 0.0 0.1 -0.1 0.001
H 0.6640 -0.3276 4.0500 -0.1 0.0 0.1 -0.003
H -1.3069 -2.0812 1.7220 0.0 0.1 0.0 -0.004
C 1.8522 0.5747 2.5387 -0.1 -0.2 0.1 0.043
C -2.5306 -0.1810 3.7699 0.0 -0.1 0.0 -0.026
H -5.1562 1.9651 3.8639 0.0 0.0 0.0 -0.001
H 4.3179 1.3616 2.1507 0.0 0.0 0.0 0.007
H 0.3179 -0.8176 -2.9513 -0.2 0.0 0.0 -0.016
H 0.4555 -2.0232 1.9324 0.0 0.0 0.0 0.006
N -2.2557 -3.7700 -2.9624 -0.1 -0.2 -0.1 0.004
H -4.2341 -0.0060 5.0521 0.0 0.0 0.0 0.004
H 0.9332 -1.7835 -1.7594 -0.2 -0.2 0.1 -0.029
H 0.3769 -3.1714 -4.5962 0.0 0.0 0.0 -0.001
C 5.3101 1.4827 0.2649 0.0 0.0 0.0 0.136
C 5.1850 1.5767 -1.1167 0.0 0.0 -0.1 -0.036
C -0.4979 -1.6830 2.3320 0.0 -0.3 0.1 0.003
N -2.9350 -2.9283 -2.1305 0.3 0.2 0.0 0.011
C 1.4160 2.8204 1.7084 0.0 0.1 0.1 0.054
C 0.0598 -3.8624 -3.8134 0.1 0.0 0.0 0.002
H -2.1390 -1.0295 4.3150 0.0 0.0 0.0 0.002
S -1.5950 2.1536 0.6223 0.2 -0.5 -0.2 0.836
C 0.5041 0.3570 3.2118 0.3 0.1 -0.1 -0.034
H -3.9064 -3.0936 -1.9314 0.0 0.0 0.1 0.001
H 3.7950 1.6681 -2.7508 0.0 0.0 0.0 -0.003
N 1.7321 1.4269 1.3517 0.1 -0.3 -0.1 0.164
H 1.3717 3.4297 0.8076 0.0 0.0 0.0 0.003
C -3.5525 2.0356 2.4558 0.0 0.0 0.1 0.052
S -2.5685 -0.6909 -0.6083 0.2 0.2 0.3 0.183
H 2.2862 -0.3756 2.2316 0.0 0.0 0.0 -0.006
C -1.8327 0.3318 2.6879 -0.1 0.0 0.1 0.054
C -2.3553 1.4511 2.0119 0.1 0.2 -0.1 0.011
C 2.7848 1.4921 -0.8676 -0.3 0.1 -0.3 0.012
C -4.2329 1.5100 3.5330 0.0 0.0 0.0 -0.041
B 2.6529 -2.3635 0.0039 -0.1 0.1 0.3 0.007
H -3.9344 2.8965 1.9233 0.0 0.0 0.0 -0.006
F 1.7111 -1.2110 0.1654 0.3 -0.2 0.0 0.093
Ir -0.1700 0.2531 -0.0193 -0.7 1.0 0.0 2.172
H 2.5067 1.0246 3.2954 0.0 0.0 0.0 0.000
N -0.9722 -2.1464 -2.2556 -0.2 -0.2 0.0 0.000
H 0.9181 -4.0709 -3.1729 0.0 0.0 0.0 -0.001
H -0.5983 -2.0818 3.3455 0.0 0.1 0.0 0.002
C 4.1837 1.4136 1.0790 -0.1 0.0 0.1 -0.021
```
Positions in Å, forces in eV/Å.

***

This record from the Open Molecules 2025 dataset describes a cluster of 2 separate species, C4H8O in total. The level of theory is the ωB97M-V functional and the def2-TZVPD basis.

Output
- HOMO-LUMO gap: 0.39124 hartree
- Total charge: 0
- SMILES: O=C1CCC1.[H][H]
- E_tot: -6323.487 eV
- Molecular weight: 72.107 g/mol
- Energy above the lowest of the compared OMol25 structures with the same formula, charge and spin: 162.14 kJ/mol

The geometry in XYZ format:
```
13
Properties=species:S:1:pos:R:3:forces:R:3:nbo_charge:R:1
C 0.3658 0.0029 1.1296 0.1 0.1 0.2 -0.401
H 0.9968 0.8937 1.0753 -0.1 -0.1 0.0 0.211
C -0.6691 -0.5464 -0.6568 -0.2 -0.1 -0.4 0.622
H 1.0247 1.8825 -1.6851 0.0 0.0 0.0 -0.013
C 0.6473 -0.9983 -0.0215 0.1 -0.1 -0.1 -0.532
H 0.5149 1.4752 -2.0429 0.1 0.1 0.0 0.012
H 0.4227 -0.4074 2.1400 0.0 0.1 -0.2 0.211
H -1.8509 -0.2548 1.1567 0.1 0.1 -0.1 0.235
H 0.6058 -2.0496 0.2845 0.0 0.1 0.0 0.235
O -1.1624 -0.6947 -1.7420 0.2 0.1 0.5 -0.519
H -1.3739 1.2873 0.4058 0.0 -0.2 0.0 0.234
H 1.5436 -0.8437 -0.6297 -0.2 0.0 0.1 0.235
C -1.0654 0.2532 0.5861 -0.1 0.1 0.0 -0.531
```
Positions in Å, forces in eV/Å.